[1]
{"formula": "C3H6Br2O", "method": "the ωB97M-V functional and the def2-TZVPD basis", "homo_lumo_gap_ev": 9.3868, "charge": 0, "spin_multiplicity": 1, "e_lumo_ha": 0.0237, "e_homo_ha": -0.3213, "elements": ["Br", "Br", "O", "C", "C", "C", "H", "H", "H", "H", "H", "H"], "coordinates": [[1.731781, 1.776306, -0.172877], [2.309823, -1.480977, -0.121686], [-1.110531, 0.566219, 1.227450], [1.446346, 0.066902, 0.624015], [-0.870841, -0.281896, -1.031033], [-0.522907, -0.228031, 0.453419], [-1.050898, -1.322684, -1.389114], [-1.277930, 1.255200, 0.597004], [-0.442989, -1.210795, 0.857769], [-1.731032, 0.306391, -1.267637], [-0.068911, 0.344685, -1.459484], [1.588093, 0.208679, 1.682178]], "forces_ev_per_angstrom": [[0.426, 0.099, -0.273], [0.077, 0.567, 0.191], [-2.433, 3.540, 2.368], [-3.693, -0.334, -0.621], [0.981, 0.425, 0.540], [5.733, -5.232, -2.680], [0.697, 1.021, 0.048], [-0.894, 1.899, 0.438], [-0.132, -0.834, 0.461], [-1.057, 0.268, 0.158], [-0.076, -1.021, -0.840], [0.370, -0.397, 0.210]], "mulliken_charge": [-0.127, -0.108, -0.404, -0.364, -0.969, -0.278, 0.238, 0.352, 0.522, 0.408, 0.286, 0.444]}

[2]
{"formula": "C43H43BrF7N11OSeYb", "method": "the ωB97M-V functional and the def2-TZVPD basis", "homo_lumo_gap_ev": [2.9709, 3.0059], "charge": 1, "spin_multiplicity": 2, "e_lumo_ha": [-0.2066, -0.2065], "e_homo_ha": [-0.3158, -0.3169], "elements": ["Yb", "Br", "Se", "F", "F", "F", "F", "F", "F", "F", "O", "N", "N", "N", "N", "N", "N", "N", "N", "N", "N", "N", "C", "C", "C", "C", "C", "C", "C", "C", "C", "C", "C", "C", "C", "C", "C", "C", "C", "C", "C", "C", "C", "C", "C", "C", "C", "C", "C", "C", "C", "C", "C", "C", "C", "C", "C", "C", "C", "C", "C", "C", "C", "C", "C", "H", "H", "H", "H", "H", "H", "H", "H", "H", "H", "H", "H", "H", "H", "H", "H", "H", "H", "H", "H", "H", "H", "H", "H", "H", "H", "H", "H", "H", "H", "H", "H", "H", "H", "H", "H", "H", "H", "H", "H", "H", "H", "H"], "coordinates": [[-1.654632, 0.623702, -1.077354], [-4.410609, 1.480825, -1.867840], [2.035919, 1.553108, 1.590384], [-1.197195, 6.863583, -2.280602], [1.670655, -4.023416, -0.923773], [0.685641, 5.814978, -2.716727], [-1.219695, 4.823373, -3.050634], [5.690059, -0.694051, -2.250437], [1.035564, -1.747033, -2.338708], [6.092534, -2.710607, -0.466911], [-4.315385, 5.817134, 1.078558], [-2.226520, -2.519153, -4.618198], [-1.387172, -2.868534, 1.917708], [-2.072860, -1.434698, 0.179168], [-1.538210, -0.233503, -4.532058], [-2.356846, -1.215010, -2.574142], [4.772065, 2.263632, -2.189347], [1.946231, -4.206064, 2.551128], [0.513872, 1.311622, -1.728916], [-1.502404, -0.530029, 2.205440], [5.893063, -5.482792, 1.429335], [-2.170865, 2.721903, -0.507308], [3.674530, -0.241842, 3.689742], [1.612201, 0.906766, -1.767202], [4.630031, -1.336701, -1.690933], [5.142712, 3.663103, 6.509442], [3.830896, -4.083721, 0.743763], [3.774272, 1.267076, 3.917837], [3.170524, 2.153698, 3.003729], [-2.627901, -2.557988, -6.036671], [-2.248653, 4.664254, 0.859807], [-0.519633, -0.464458, 3.314789], [-1.830290, 1.165426, -4.093619], [3.186831, 4.433085, 1.914371], [-1.120291, -3.969986, 0.960013], [-3.298876, -1.949021, -1.861753], [-1.954289, -3.773646, -3.909926], [-4.272713, -2.500022, 0.311580], [4.224680, 3.983288, 4.170438], [-1.531494, 3.612419, 0.311573], [-1.666652, -1.622390, 1.436357], [-4.512323, -2.406897, -2.441550], [-5.474018, -3.053388, -1.674942], [-0.547871, 5.654893, -2.191674], [2.266106, -1.937900, -1.810799], [4.452536, 1.738150, 5.070857], [-2.222901, 0.709112, 1.943906], [4.586058, 3.110025, 5.238150], [-0.467307, -0.366670, -5.524129], [2.941710, 0.485439, -1.892970], [3.527648, 3.527919, 3.081556], [-1.673886, -3.330447, 3.286791], [4.841871, -2.379766, -0.825488], [2.764151, -4.150724, 1.682974], [2.580893, -3.039258, -1.075229], [-3.495817, 2.775080, -0.636354], [-4.291656, 3.803852, -0.194384], [3.776521, -3.153749, -0.354972], [3.291306, -0.869357, -1.842569], [-5.392567, -2.997735, -0.269548], [-3.193473, -1.949162, -0.429090], [-3.613329, 4.797714, 0.504126], [3.934029, 1.491597, -2.019588], [4.975042, -4.856811, 1.019237], [-2.058194, -1.346353, -3.873584], [-1.566089, -2.558195, 4.049224], [-2.075367, -4.503848, 0.703300], [-4.254589, -2.467834, 1.378101], [-2.818440, 1.166873, -3.701098], [-1.590500, 1.863849, -4.950588], [-2.833812, -1.517226, -6.360559], [-1.614342, 1.303818, 1.290625], [-3.714042, 6.485888, 1.480133], [-4.655763, -2.361173, -3.526316], [-5.377371, 3.912572, -0.297081], [4.500483, 3.476683, 7.356119], [-2.203485, 1.278892, 2.888529], [3.732069, -0.489492, 2.643089], [-1.820102, -2.996080, -6.655609], [5.332935, 4.744434, 6.351991], [2.721804, -0.647554, 4.037550], [-0.897392, -0.179317, -6.549579], [-0.014294, -1.374856, -5.464914], [-3.261844, 0.527846, 1.635414], [-1.100181, -4.288492, -4.364606], [3.453201, 3.943835, 0.966854], [-0.720160, -3.550571, 0.002439], [4.418252, 5.078482, 4.212431], [6.073281, 3.164983, 6.749071], [-1.080542, -0.616789, 4.248881], [-0.949073, -4.132718, 3.469777], [-1.647406, 5.311976, 1.537829], [-2.787485, -4.457469, -3.856947], [-0.488752, 3.422457, 0.471512], [-6.235041, -3.354896, 0.354579], [0.036885, 0.448618, 3.251270], [3.752626, 5.377742, 2.049954], [-1.122588, 1.396117, -3.293358], [-1.585526, -3.566143, -2.882254], [4.454232, -0.727930, 4.286552], [4.895169, 1.020054, 5.826555], [-0.425116, -4.663167, 1.409519], [-6.351429, -3.535058, -2.131881], [-2.699489, -3.741534, 3.382863], [-3.539938, -3.145522, -6.120658], [0.312926, 0.386716, -5.286112], [0.194682, -1.302335, 3.162211], [2.098025, 4.652530, 1.862320]], "forces_ev_per_angstrom": [[0.506, -2.673, -0.499], [0.391, 0.740, 1.449], [0.182, -0.185, -0.230], [0.906, -1.725, 1.048], [0.240, 0.472, -0.120], [-1.128, -0.378, 1.441], [0.585, 0.289, 1.717], [-1.338, -0.379, 0.938], [0.822, -0.052, 0.276], [-0.688, 0.288, -0.136], [0.504, -0.149, -0.661], [0.442, 0.910, 1.268], [-0.060, 0.125, -0.245], [0.843, 1.864, 0.117], [-0.421, -0.457, 0.164], [1.309, 0.866, -1.892], [-0.323, -0.113, 0.112], [2.858, 0.349, -3.300], [1.869, -0.805, 0.127], [0.567, -0.280, 0.904], [-2.731, 1.716, -1.546], [-1.014, 0.998, 0.601], [0.016, 0.587, 0.993], [-1.861, 0.980, -0.070], [1.391, -0.264, 0.396], [0.568, 0.744, -0.685], [0.001, 1.252, -1.443], [-0.213, -1.062, 0.467], [0.620, 0.100, -0.071], [0.705, 0.698, 0.539], [1.327, -0.510, -0.392], [-0.638, -1.802, -0.498], [1.677, -1.401, -0.958], [0.020, 0.541, 0.473], [-1.238, 0.710, -0.876], [-1.582, 0.145, 0.790], [1.093, 0.260, 0.411], [0.994, 0.865, -0.143], [-0.048, 0.309, 0.886], [-2.081, 0.116, -0.840], [-0.844, -0.952, -0.446], [0.580, -0.841, 0.152], [-0.699, 0.367, 0.370], [-0.371, 1.749, -4.184], [0.945, 0.553, 0.898], [-0.236, -0.451, -0.628], [0.338, -0.628, 1.126], [-0.075, 0.414, -0.487], [-0.352, 0.068, -0.415], [0.549, -0.948, 0.176], [-0.587, -0.507, -0.951], [0.083, -0.237, -0.171], [1.838, 0.379, -1.171], [-2.970, -0.675, 2.775], [-2.460, 0.685, -0.285], [0.037, 0.605, -1.275], [-0.315, 0.703, 0.484], [0.047, -2.103, 1.964], [-1.665, -0.040, -0.943], [-1.150, -0.912, -0.978], [-0.725, -1.872, -0.664], [0.497, 1.083, 2.433], [0.508, 0.547, -0.144], [3.219, -1.558, 2.155], [-0.567, 0.200, 0.221], [0.103, -0.106, -0.292], [0.764, 0.356, 0.259], [0.308, 0.106, 0.685], [-0.659, 0.478, -0.348], [-0.733, -0.741, 1.022], [0.115, -0.724, 0.093], [-0.038, 0.549, -0.515], [-0.516, -0.743, -0.402], [0.214, 0.037, 0.377], [0.561, -0.348, -0.217], [-0.440, 0.199, 0.204], [-0.327, -0.206, -0.325], [0.282, -0.103, -0.335], [-0.484, 0.198, 0.200], [-0.095, -0.591, 0.544], [-0.093, 0.113, 0.052], [0.781, -0.188, 0.828], [-0.310, 0.568, -0.143], [0.401, 0.163, -0.169], [-0.226, -0.022, -0.359], [0.018, 0.291, 0.285], [-0.216, -0.340, 0.965], [0.055, -0.951, 0.252], [0.399, 0.001, 0.045], [0.551, 0.399, 0.002], [-0.237, 0.223, 0.299], [-1.093, -0.129, -0.575], [-0.449, -0.043, -0.051], [0.492, 0.046, 0.168], [0.710, 0.105, -0.498], [0.143, 0.582, 0.136], [-0.423, -0.425, -0.329], [0.118, 0.549, -0.180], [-0.568, 0.042, -0.638], [-0.066, -0.070, -0.341], [-0.703, 0.904, -1.022], [0.228, -0.061, 0.079], [0.472, 0.480, 0.090], [0.435, 0.146, -0.293], [-0.011, -0.097, -0.124], [-0.377, -0.455, -0.301], [-0.407, 0.565, 0.266], [0.625, -0.073, 0.088]], "lowdin_spin": [0.001, 0.000, -0.003, 0.127, -0.001, 0.130, 0.125, 0.001, 0.001, -0.001, 0.000, 0.000, 0.000, 0.000, 0.000, 0.000, 0.003, -0.005, 0.003, 0.000, -0.005, 0.001, 0.000, 0.001, 0.004, 0.000, -0.007, -0.001, 0.000, 0.000, 0.011, 0.000, 0.000, 0.000, 0.000, 0.000, 0.000, 0.000, 0.000, 0.011, 0.000, 0.000, 0.000, 0.589, 0.003, 0.000, 0.000, -0.001, 0.000, 0.006, 0.000, 0.000, -0.001, 0.000, -0.001, 0.001, 0.001, 0.004, 0.000, 0.000, 0.000, 0.001, 0.001, -0.001, 0.000, 0.000, 0.000, 0.000, 0.000, 0.000, 0.000, 0.000, 0.000, 0.000, 0.000, 0.000, 0.000, 0.000, 0.000, 0.000, 0.000, 0.000, 0.000, 0.000, 0.000, 0.000, 0.000, 0.000, 0.000, 0.000, 0.000, 0.000, 0.000, 0.001, 0.000, 0.000, 0.000, 0.000, 0.000, 0.000, 0.000, 0.000, 0.000, 0.000, 0.000, 0.000, 0.000, 0.000]}

[3]
{"formula": "CaIO4P", "method": "the ωB97M-V functional and the def2-TZVPD basis", "homo_lumo_gap_ev": 4.1269, "charge": -2, "spin_multiplicity": 1, "e_lumo_ha": 0.1682, "e_homo_ha": 0.0166, "elements": ["I", "Ca", "P", "O", "O", "O", "O"], "coordinates": [[-3.319695, 1.455131, -0.579247], [-1.576698, -0.863316, -0.199785], [1.059381, -0.062197, 0.179736], [2.182522, 0.955185, 0.133431], [-0.172395, 0.168543, 1.198681], [0.302701, -0.125831, -1.246633], [1.524186, -1.527515, 0.513816]], "forces_ev_per_angstrom": [[-0.837, 0.101, -0.150], [2.934, 1.534, 0.298], [0.545, -1.857, -0.187], [-0.634, 0.093, 0.478], [-0.417, 0.003, -0.744], [-1.177, -0.533, 0.658], [-0.414, 0.659, -0.353]], "mulliken_charge": [-0.643, 1.056, 0.853, -0.779, -0.837, -0.863, -0.787]}